(1)
{"formula": "C13H14Cl2N2O2S", "method": "ωB97M-V with the def2-TZVPD basis set", "e_tot_ev": -56664.30169, "charge": 0, "elements": ["C", "C", "O", "C", "O", "N", "C", "C", "N", "C", "S", "C", "C", "C", "C", "C", "Cl", "C", "Cl", "C", "H", "H", "H", "H", "H", "H", "H", "H", "H", "H", "H", "H", "H", "H"], "xyz": [[-4.1229, -2.7338, -0.0738], [-2.8937, -2.5630, -0.9532], [-2.1293, -1.4213, -0.5630], [-2.5335, -0.2353, -1.0377], [-3.4489, -0.0562, -1.7994], [-1.7584, 0.7814, -0.5566], [-1.9889, 2.1719, -0.9325], [-0.9060, 2.9075, -0.1129], [-0.1987, 1.8848, 0.6267], [-0.6994, 0.7507, 0.3440], [-0.1601, -0.7470, 1.0213], [1.2499, -0.1182, 2.0268], [2.4675, 0.0450, 1.1814], [2.8410, 1.2961, 0.7044], [3.9543, 1.4345, -0.1032], [4.7100, 0.3238, -0.4467], [6.0994, 0.5048, -1.4492], [4.3387, -0.9333, 0.0225], [5.2636, -2.3266, -0.3938], [3.2222, -1.0679, 0.8298], [-3.8298, -2.7888, 0.9718], [-4.7972, -1.8919, -0.2107], [-4.6418, -3.6477, -0.3476], [-2.2074, -3.4045, -0.8433], [-3.1871, -2.4499, -2.0018], [-1.8647, 2.2913, -2.0109], [-3.0056, 2.4666, -0.6634], [-1.3302, 3.6234, 0.5952], [-0.1919, 3.4385, -0.7471], [1.3928, -0.8735, 2.7976], [0.9256, 0.8249, 2.4583], [2.2446, 2.1574, 0.9592], [4.2467, 2.4045, -0.4732], [2.9392, -2.0483, 1.1809]]}

---

(2)
{"formula": "C13H14Cl2N2O3", "method": "ωB97M-V with the def2-TZVPD basis set", "relative_energy_kcal_mol": 27.89, "charge": 0, "elements": ["N", "C", "C", "C", "C", "C", "C", "C", "C", "N", "C", "C", "O", "O", "C", "O", "H", "H", "H", "H", "H", "H", "H", "H", "H", "H", "Cl", "C", "C", "Cl", "H", "H", "H", "H"], "xyz": [[1.5484, 0.3469, -1.1631], [1.6621, -1.1096, -1.2440], [1.9003, -1.7061, 0.1357], [0.8305, -1.4878, 1.1446], [-0.4957, -1.3367, 1.0527], [-1.3554, -1.2967, -0.1392], [-1.8520, -0.0811, -0.6121], [-2.6535, -0.1476, -1.7398], [-2.9425, -1.3511, -2.3629], [-2.4558, -2.5175, -1.9218], [-1.7021, -2.4546, -0.8287], [-1.0319, -1.2048, 2.4466], [-2.0328, -0.7461, 2.8591], [-0.0405, -1.7570, 3.2692], [1.1259, -1.3969, 2.6204], [2.1003, -1.0167, 3.1613], [0.6680, 0.6112, -0.7399], [1.5486, 0.7292, -2.1005], [0.8112, -1.5861, -1.7357], [2.5342, -1.3266, -1.8578], [2.0359, -2.7838, 0.0137], [2.8386, -1.3259, 0.5367], [-1.5903, 0.8576, -0.1300], [-3.0549, 0.7668, -2.1577], [-3.5719, -1.3644, -3.2405], [-1.3141, -3.3957, -0.4497], [-0.8864, 2.8945, -0.4355], [0.5941, 3.8100, -0.0194], [1.2581, 3.2702, 1.2204], [0.2839, 3.5640, 2.6830], [0.3181, 4.8551, 0.0933], [1.2718, 3.7194, -0.8663], [2.2151, 3.7678, 1.3656], [1.4349, 2.2001, 1.1424]]}